Record 1
A 9-piece molecular cluster, C31H48Cl6F2O12 overall in a non-equilibrium geometry. Source: OMol25; level of theory: ωB97M-V/def2-TZVPD.

The geometry in XYZ format:
```
99
Properties=species:S:1:pos:R:3:mulliken_charge:R:1
C -7.62518 -7.47340 -4.82952 -1.065
C -7.61908 -6.48379 -3.73714 -0.204
O -6.33895 -6.09747 -3.36723 -0.332
C -5.69380 -5.12353 -4.02424 0.746
O -6.13897 -4.45962 -4.97391 -0.572
O -4.41036 -5.10147 -3.57407 -0.303
C -3.41918 -4.35891 -4.24482 -0.680
H -8.65397 -7.75291 -5.05662 0.348
H -6.97682 -8.31229 -4.57651 0.296
H -7.16494 -6.92723 -5.65292 0.276
H -8.13981 -6.86264 -2.85769 0.334
H -8.17398 -5.63814 -4.14341 0.298
H -3.44814 -3.28966 -4.03512 0.293
H -3.28586 -4.64540 -5.28801 0.305
H -2.44951 -4.63590 -3.83113 0.262
C -0.42790 -5.73543 5.14171 -1.025
C -1.38191 -6.68006 4.37020 -0.253
O -1.10206 -8.04855 4.52028 -0.357
C -1.36962 -8.65302 5.74384 0.710
O -2.14542 -8.15405 6.53166 -0.545
O -0.72267 -9.79617 5.72086 -0.290
C -0.70443 -10.70463 6.79454 -0.685
H 0.61661 -5.87943 4.86535 0.315
H -0.37813 -6.12176 6.15973 0.297
H -0.80642 -4.71800 5.23998 0.331
H -1.42044 -6.56671 3.28680 0.301
H -2.42810 -6.55066 4.64739 0.329
H 0.22728 -11.25886 6.90793 0.267
H -1.53184 -11.41397 6.81268 0.287
H -0.80490 -10.16581 7.73671 0.316
C 7.72470 -0.15205 -4.63441 -1.082
C 6.82949 -1.36435 -4.91612 -0.191
O 6.23583 -1.27240 -6.19777 -0.316
C 5.08458 -0.68994 -6.39654 0.771
O 4.52003 -0.02960 -5.46763 -0.616
O 4.72209 -0.82789 -7.70081 -0.291
C 3.74023 0.12142 -8.02921 -0.656
H 8.58407 -0.22215 -5.30123 0.294
H 8.19979 -0.21799 -3.65561 0.356
H 7.24998 0.82409 -4.73387 0.293
H 6.16830 -1.38625 -4.04985 0.292
H 7.33119 -2.33026 -4.97484 0.303
H 2.76841 -0.07486 -7.57630 0.291
H 3.74319 -0.07688 -9.10102 0.241
H 3.86729 1.18774 -7.84234 0.312
C 8.66091 6.02812 3.10748 -1.158
C 7.71557 5.63603 1.91243 -0.177
O 6.39861 6.01645 2.23269 -0.298
C 5.90192 7.11701 1.68711 0.734
O 6.55858 7.89235 0.94175 -0.589
O 4.54745 7.13664 1.90073 -0.288
C 3.74216 8.26854 1.60469 -0.654
H 8.27394 5.92827 4.12157 0.316
H 8.89349 7.09126 3.04631 0.310
H 9.67249 5.62219 3.11247 0.384
H 7.84552 4.55411 1.88662 0.261
H 8.02601 6.05578 0.95560 0.318
H 4.28103 9.18191 1.85666 0.298
H 2.83270 8.28219 2.20536 0.260
H 3.30515 8.36106 0.61043 0.283
F -1.84379 5.19100 -2.46171 -0.281
C -3.07385 4.82045 -2.82268 0.266
C -3.24145 4.38499 -4.19415 -0.351
C -4.55128 3.85923 -4.53514 -0.397
C -5.54538 3.78433 -3.62446 -0.335
C -5.39688 4.28442 -2.34863 -0.379
C -4.19949 4.86266 -1.99899 -0.302
H -2.38038 4.37213 -4.84591 0.393
H -4.71509 3.40681 -5.50205 0.331
H -6.47499 3.35076 -3.96247 0.337
H -6.21146 4.22444 -1.64203 0.366
H -4.17876 5.44675 -1.09080 0.353
F -5.50748 0.77596 3.26495 -0.298
C -6.43664 1.23384 4.17898 0.555
C -7.65224 0.51173 4.44932 -0.590
C -8.54378 1.10348 5.30212 -0.119
C -8.37168 2.39832 5.85734 -0.633
C -7.21565 3.10528 5.54788 -0.189
C -6.17013 2.53046 4.76978 -0.571
H -7.80729 -0.43779 3.95864 0.402
H -9.39010 0.50247 5.60033 0.331
H -9.02661 2.89525 6.55771 0.370
H -7.07761 4.14594 5.80162 0.344
H -5.22646 2.98618 4.50861 0.397
Cl 5.30624 1.48709 8.71330 -0.130
C 4.64217 -0.09709 8.60042 -0.230
Cl 3.15904 -0.42944 9.61931 -0.159
H 4.49623 -0.32518 7.54459 0.274
H 5.43253 -0.75516 8.96148 0.246
Cl 6.25427 5.85766 -6.72981 -0.141
C 5.05893 6.71103 -5.74517 -0.216
Cl 3.80445 7.31864 -6.89258 -0.157
H 4.62827 6.00656 -5.03359 0.255
H 5.49167 7.58426 -5.25701 0.258
Cl 1.76732 1.61962 2.17086 -0.155
C 2.39285 0.73978 0.73250 -0.203
Cl 3.83829 -0.03024 1.32366 -0.147
H 1.61734 0.09626 0.31708 0.287
H 2.84286 1.42634 0.01541 0.218
```

**Total charge**: 0
**Orbital gap**: 9.5 eV
**Energy relative to the best compared isomer or geometry (same formula, charge and spin)**: 1.344 eV
**SMILES**: CCOC(=O)OC.CCOC(=O)OC.CCOC(=O)OC.CCOC(=O)OC.Fc1ccccc1.Fc1ccccc1.ClCCl.ClCCl.ClCCl

***

Record 2
C27H44ClN6O2PS2W as an isolated structure in a non-equilibrium geometry. Source: OMol25; level of theory: ωB97M-V/def2-TZVPD.

The geometry in XYZ format:
```
84
Properties=species:S:1:pos:R:3:mulliken_spin:R:1
W -0.32410 0.29230 -0.20200 2.778
C -5.23040 -2.61880 0.44420 0.002
C -3.74120 -2.51110 0.72180 -0.001
O -3.28060 -1.16190 0.57530 -0.012
P -2.97530 -0.47250 -0.86250 0.067
S -1.44170 -1.49760 -1.72510 0.018
S -2.80610 1.47290 -0.44360 -0.002
O -4.24650 -0.77730 -1.77650 0.006
C -5.28120 0.17030 -2.05410 -0.001
C -4.94410 0.96570 -3.30100 0.000
H -5.63750 -3.50240 0.92730 0.000
H -5.41950 -2.67990 -0.62450 0.000
H -5.73780 -1.73980 0.83810 0.000
H -3.16870 -3.17250 0.06050 0.000
H -3.51570 -2.76130 1.76430 -0.001
H -5.42580 0.82530 -1.18970 0.003
H -6.18260 -0.42590 -2.20790 0.001
H -4.10810 1.63720 -3.10990 0.001
H -5.80680 1.55080 -3.60980 0.000
H -4.67020 0.28030 -4.10050 0.000
C -1.68770 0.90210 3.04140 0.067
N -0.25530 0.97500 3.25170 -0.002
C 0.26240 0.14270 4.31530 0.002
C 0.51160 1.74960 2.45450 -0.054
N 0.16080 1.89060 1.17850 0.055
C 0.19210 3.13800 0.55720 0.027
C 0.10330 4.34470 1.24640 0.000
C 0.05110 5.54200 0.55570 -0.001
C 0.04770 5.54720 -0.82880 0.004
C 0.08380 4.35300 -1.52750 0.001
C 0.18250 3.14480 -0.84960 0.024
N 0.20390 1.90480 -1.50410 -0.017
C 0.88610 1.78750 -2.63460 -0.020
N 1.99930 2.52460 -2.89330 0.009
C 2.82290 3.09940 -1.85810 0.000
C 2.37410 2.95600 -4.22000 0.000
N 0.52780 0.83470 -3.53620 0.018
C -0.83920 0.71110 -3.99400 -0.003
C 1.51560 0.10020 -4.29240 0.006
N 1.62970 2.32270 2.96100 0.003
C 1.74700 2.76280 4.33190 0.001
C 2.71990 2.71440 2.09900 0.006
H -2.18350 1.04630 4.00460 0.005
H -1.99890 -0.06730 2.63920 -0.033
H -2.00850 1.68620 2.35510 -0.005
H -0.12650 -0.86880 4.17810 0.001
H -0.04770 0.49910 5.30170 0.000
H 1.34640 0.10100 4.26160 0.000
H 0.03570 4.33980 2.32470 -0.001
H -0.01500 6.47000 1.10370 0.000
H -0.01550 6.47650 -1.37340 0.000
H 0.00590 4.34710 -2.60410 0.000
H 2.64280 2.58830 -0.91720 0.002
H 2.62300 4.16720 -1.72420 0.000
H 3.87190 2.97620 -2.13710 0.001
H 1.63920 2.65410 -4.95800 0.000
H 3.35220 2.55680 -4.49420 0.000
H 2.44380 4.04650 -4.23060 0.000
H -1.51620 1.13690 -3.25050 0.006
H -1.08890 -0.33850 -4.15440 0.001
H -0.97400 1.24360 -4.94500 0.001
H 1.55950 0.40370 -5.34170 0.001
H 1.25810 -0.96130 -4.25470 -0.001
H 2.49440 0.23200 -3.83800 0.002
H 0.79490 2.66410 4.84210 0.000
H 2.03750 3.81560 4.34260 0.000
H 2.50620 2.18870 4.86620 0.000
H 2.69780 2.10400 1.19800 -0.007
H 3.66210 2.54070 2.62170 0.001
H 2.66450 3.76960 1.81190 0.000
Cl -0.32870 -1.66440 1.41900 -0.006
C 0.80760 -2.64560 0.52960 0.019
C 0.75800 -4.02130 0.60170 0.004
C 1.63720 -4.75050 -0.18820 0.001
C 2.49910 -4.09640 -1.04900 0.004
C 2.52940 -2.71610 -1.10130 0.005
C 1.70330 -1.95280 -0.28350 -0.023
C 1.76720 -0.46920 -0.20350 0.003
H 0.05420 -4.51780 1.25130 0.001
H 1.64080 -5.82660 -0.13400 0.000
H 3.15910 -4.66470 -1.68510 0.000
H 3.20920 -2.21250 -1.77190 0.000
H 2.40730 -0.10240 -1.01600 0.008
H 2.27940 -0.23210 0.74750 0.026
```

**Total charge**: +1
**⟨S²⟩**: 3.77
**Orbital gap (spin up / spin down)**: 7.7 / 8.2 eV
**2S+1**: 4

***

Record 3
C3H2MgO3 as an isolated structure in a non-equilibrium geometry. Source: OMol25; level of theory: ωB97M-V/def2-TZVPD.

The geometry in XYZ format:
```
9
Properties=species:S:1:pos:R:3:mulliken_charge:R:1
O 3.01653 0.56089 -0.16866 -0.420
C 2.09338 -0.18326 -0.04970 0.959
O 1.89265 -1.38951 0.16328 -0.586
O 0.39486 0.43117 0.24488 -0.510
C -0.82097 -0.15440 -0.10703 0.072
C -1.88604 0.65768 -0.24086 -0.662
H -2.89767 0.25027 -0.18366 0.232
H -1.79096 1.75198 -0.25684 0.253
Mg -0.00178 -1.92482 0.59860 0.663
```

**Total charge**: 0
**Orbital gap (spin up / spin down)**: 6.3 / 6.3 eV
**Energy relative to the best compared isomer or geometry (same formula, charge and spin)**: 1.275 eV

***

Record 4
C40H47As2FGeNO4PRe as an isolated structure. Source: OMol25; level of theory: ωB97M-V/def2-TZVPD.

The geometry in XYZ format:
```
98
Properties=species:S:1:pos:R:3:mulliken_spin:R:1
Re -0.36164 -0.52633 0.41129 0.866
C 3.36950 3.87813 2.13463 0.001
As 1.67225 3.16737 1.46948 -0.001
C 0.61798 4.77494 1.89809 -0.001
C 1.90484 3.42553 -0.46906 -0.003
C 3.00610 4.13391 -0.94891 -0.002
C 3.23372 4.29752 -2.30957 0.000
C 2.34483 3.75501 -3.22026 0.001
C 1.24562 3.03942 -2.76315 -0.001
C 1.01690 2.84432 -1.40161 0.011
As -0.50879 1.73118 -0.84831 0.015
C -1.82981 3.13751 -0.57581 0.015
C -1.17237 1.07492 -2.56595 -0.002
H 3.29228 3.88892 3.22180 0.000
H 3.57269 4.89147 1.78941 0.000
H 4.18541 3.21199 1.85940 0.000
H 0.88321 5.62085 1.26802 0.000
H 0.82854 5.02251 2.93808 0.000
H -0.44315 4.56725 1.81651 0.000
H 3.71082 4.56997 -0.25565 0.000
H 4.10167 4.84890 -2.64974 0.000
H 2.50423 3.87430 -4.28458 0.000
H 0.58275 2.60709 -3.49748 0.001
H -1.93051 3.68869 -1.50993 0.001
H -1.49481 3.81808 0.19958 -0.002
H -2.76787 2.67171 -0.27873 -0.001
H -1.29283 1.86594 -3.30028 -0.001
H -2.14730 0.62977 -2.37378 0.005
H -0.51555 0.29945 -2.95813 -0.003
F -0.76699 -6.75924 0.43556 0.000
C -0.69209 -5.40628 0.47608 -0.001
C -0.31420 -4.79266 1.65292 0.000
C -0.21845 -3.40738 1.68226 0.025
C -0.51954 -2.60816 0.57113 0.001
C -0.91274 -3.29213 -0.58880 -0.011
C -0.98981 -4.68208 -0.65460 0.004
H -0.08509 -5.39826 2.52325 0.000
H 0.12010 -2.93713 2.60307 0.001
H -1.17601 -2.73554 -1.48643 0.016
H -1.29080 -5.19206 -1.56200 0.000
C 2.69157 -0.06901 -1.30616 -0.003
P 2.00173 -0.80906 0.21582 -0.057
C 2.58282 -2.53134 0.04047 -0.003
C 3.05434 -3.25408 1.13422 -0.002
C 3.41300 -4.58843 0.99128 0.001
C 3.29859 -5.21549 -0.24074 -0.001
C 2.82562 -4.50332 -1.33507 0.005
C 2.46957 -3.16933 -1.19434 0.010
C 3.10657 -0.19176 1.53754 0.020
C 4.42949 0.14721 1.25462 0.003
C 5.27882 0.57783 2.26368 0.002
C 4.82167 0.66052 3.57369 0.000
C 3.51508 0.29961 3.86810 -0.004
C 2.66351 -0.12261 2.85446 0.002
H 3.65688 -0.48998 -1.58693 0.002
H 2.77662 1.00441 -1.15895 0.008
H 1.98975 -0.23439 -2.12481 -0.005
H 3.14429 -2.77836 2.10379 0.000
H 3.77904 -5.14035 1.84997 0.000
H 3.57078 -6.25923 -0.34772 0.000
H 2.72491 -4.98838 -2.29965 0.000
H 2.09023 -2.62990 -2.05576 -0.002
H 4.81035 0.07551 0.24320 0.001
H 6.30161 0.84517 2.02649 0.000
H 5.48588 0.99652 4.36148 0.000
H 3.15062 0.34251 4.88846 -0.001
H 1.64775 -0.40241 3.08838 -0.004
O -3.57497 0.80490 0.60135 -0.001
C -3.40789 -0.14992 -0.13981 0.029
O -2.30031 -0.80145 -0.31092 0.085
C -4.56679 -0.68099 -0.94699 -0.004
C -5.80754 -0.06802 -0.84815 0.000
C -6.88328 -0.53633 -1.58673 0.000
C -6.72873 -1.62023 -2.43624 0.000
C -5.48450 -2.21695 -2.52372 0.000
C -4.40047 -1.77266 -1.78901 0.002
N -5.30828 -3.36369 -3.43141 0.000
O -6.29164 -3.77955 -4.01364 0.000
O -4.20067 -3.85074 -3.52861 0.000
H -5.90772 0.77802 -0.17939 0.000
H -7.84939 -0.05548 -1.50224 0.000
H -7.54730 -2.00689 -3.02562 0.000
H -3.44612 -2.27148 -1.86057 -0.004
C -2.65317 1.43837 3.83088 0.000
Ge -1.66667 -0.22617 3.56803 0.057
C -2.88143 -1.70319 3.19825 0.010
C -0.57229 -0.59621 5.15266 0.000
C -0.42225 0.15817 2.10291 -0.151
H -3.38161 1.32850 4.63974 0.001
H -3.16883 1.69500 2.90603 0.000
H -1.96917 2.24914 4.09944 0.000
H -3.68296 -1.69273 3.94075 0.001
H -2.37593 -2.66768 3.24398 0.000
H -3.32151 -1.59849 2.20448 -0.004
H -1.19378 -0.57742 6.05189 0.001
H 0.20800 0.16183 5.26120 0.001
H -0.09763 -1.57938 5.08361 0.001
H 0.18717 1.04304 2.33103 0.070
```

**Total charge**: 0
**⟨S²⟩**: 0.76
**Orbital gap (spin up / spin down)**: 7.0 / 6.8 eV
**Energy relative to the best compared isomer or geometry (same formula, charge and spin)**: 0.410 eV
**2S+1**: 2